[1]
{"formula": "C29H28Co2N2O6P", "method": "ωB97M-V with the def2-TZVPD basis set", "total_charge": -1, "homo_ev": -0.84, "total_energy_ev": -130331.38987, "homo_lumo_gap_ev": 2.40, "elements": ["C", "C", "C", "C", "C", "C", "N", "P", "H", "N", "C", "C", "C", "C", "C", "C", "C", "C", "C", "C", "C", "C", "C", "C", "H", "H", "H", "H", "H", "H", "H", "H", "H", "H", "H", "H", "H", "H", "H", "H", "H", "H", "H", "H", "H", "H", "H", "H", "O", "C", "Co", "C", "O", "C", "O", "C", "C", "C", "Co", "C", "O", "C", "O", "C", "O", "H", "H", "H"], "coordinates": [[-7.588, -7.108, -0.641], [-6.148, -7.021, -0.232], [-5.165, -7.596, -1.043], [-3.816, -7.530, -0.703], [-2.805, -8.198, -1.584], [-3.446, -6.875, 0.477], [-2.051, -6.792, 0.797], [-0.908, -6.640, -0.458], [-0.090, -4.071, 1.630], [0.321, -6.768, 0.756], [1.721, -6.718, 0.456], [2.611, -6.060, 1.326], [2.164, -5.373, 2.574], [3.964, -6.009, 0.978], [4.450, -6.579, -0.200], [5.910, -6.493, -0.546], [3.540, -7.221, -1.045], [2.183, -7.296, -0.734], [1.252, -8.005, -1.662], [-0.170, -7.367, 1.917], [-1.508, -7.381, 1.944], [-4.407, -6.296, 1.319], [-4.052, -5.572, 2.579], [-5.750, -6.382, 0.943], [-8.232, -6.598, 0.076], [-7.751, -6.653, -1.625], [-7.911, -8.153, -0.709], [-5.457, -8.105, -1.965], [-2.079, -8.798, -1.012], [-3.338, -8.886, -2.246], [-2.259, -7.484, -2.234], [2.973, -4.763, 3.000], [1.347, -4.671, 2.381], [1.806, -6.081, 3.332], [4.658, -5.503, 1.647], [6.102, -7.018, -1.487], [6.243, -5.453, -0.662], [6.537, -6.944, 0.234], [3.911, -7.665, -1.970], [1.847, -8.579, -2.377], [0.591, -8.703, -1.133], [0.633, -7.307, -2.252], [0.517, -7.749, 2.669], [-2.168, -7.765, 2.714], [-4.964, -5.156, 3.028], [-3.598, -6.239, 3.319], [-3.357, -4.740, 2.418], [-6.509, -5.938, 1.585], [-3.446, -0.756, 5.078], [-2.364, -0.522, 4.778], [-0.732, -0.089, 4.332], [-1.088, 0.895, 2.904], [-1.317, 1.620, 2.027], [-0.638, 1.074, 5.633], [-0.598, 1.870, 6.473], [-0.231, -1.987, 3.974], [-0.133, -2.364, 2.679], [-0.731, -3.237, 1.696], [1.162, -1.257, 3.051], [1.159, -0.562, 1.417], [1.193, -0.091, 0.364], [2.800, -1.907, 3.148], [3.890, -2.299, 3.215], [1.484, 0.266, 4.002], [2.206, 1.100, 4.369], [-0.502, -2.666, 4.804], [-0.788, -2.781, 0.703], [-1.764, -3.499, 1.913]], "lowdin_charge": [-0.076, -0.293, -0.022, -0.222, -0.168, -0.203, -0.295, 0.848, 0.044, -0.287, -0.195, -0.196, -0.045, -0.023, -0.291, -0.074, -0.021, -0.220, -0.140, -0.174, -0.164, -0.207, -0.051, -0.026, 0.066, 0.075, 0.074, 0.113, 0.054, 0.063, 0.032, 0.060, 0.047, 0.075, 0.112, 0.066, 0.075, 0.073, 0.107, 0.065, 0.058, 0.033, 0.101, 0.098, 0.073, 0.065, 0.061, 0.104, 0.148, -0.161, 0.015, -0.135, 0.123, -0.169, 0.117, -0.198, -0.256, -0.050, 0.083, -0.095, 0.159, -0.090, 0.128, -0.223, 0.103, 0.098, 0.085, 0.071]}



[2]
{"formula": "C29H28CrN5O3", "method": "ωB97M-V with the def2-TZVPD basis set", "total_charge": 1, "homo_ev": [-9.69, -9.71], "total_energy_ev": -72538.70606, "homo_lumo_gap_ev": [6.80, 6.83], "elements": ["Cr", "C", "O", "C", "N", "C", "C", "C", "C", "C", "C", "C", "C", "C", "C", "C", "C", "N", "C", "N", "C", "C", "O", "C", "C", "C", "C", "C", "C", "H", "H", "H", "H", "H", "H", "H", "H", "H", "H", "H", "H", "H", "H", "H", "H", "H", "H", "H", "C", "C", "C", "C", "C", "H", "H", "H", "H", "H", "N", "C", "N", "O", "H", "H", "H", "H"], "coordinates": [[0.511, -0.066, 0.024], [-0.233, -4.055, 1.946], [1.087, -3.529, 2.274], [1.120, -2.303, 1.763], [0.121, -1.891, 1.068], [-0.901, -2.963, 1.077], [-1.336, -3.392, -0.304], [-2.517, -2.880, -0.825], [-2.935, -3.223, -2.103], [-2.170, -4.086, -2.872], [-0.992, -4.611, -2.356], [-0.581, -4.269, -1.078], [2.163, -1.338, 2.062], [3.245, -1.465, 2.908], [3.971, -0.319, 3.237], [3.527, 0.923, 2.794], [2.432, 0.974, 1.947], [1.818, -0.152, 1.505], [1.648, 2.114, 1.520], [0.600, 1.875, 0.810], [-0.117, 3.163, 0.640], [0.758, 4.147, 1.450], [1.892, 3.361, 1.913], [-0.311, 3.545, -0.804], [-1.572, 3.456, -1.375], [-1.762, 3.748, -2.718], [-0.684, 4.130, -3.502], [0.581, 4.233, -2.934], [0.763, 3.947, -1.592], [-0.753, -4.223, 2.885], [-0.098, -5.002, 1.434], [-1.781, -2.567, 1.590], [-3.114, -2.203, -0.224], [-3.860, -2.822, -2.495], [-2.492, -4.357, -3.869], [-0.395, -5.290, -2.950], [0.342, -4.686, -0.691], [3.492, -2.430, 3.328], [4.831, -0.391, 3.888], [4.000, 1.840, 3.114], [-1.101, 3.058, 1.103], [0.254, 4.542, 2.329], [1.143, 4.969, 0.851], [-2.412, 3.146, -0.763], [-2.750, 3.676, -3.153], [-0.827, 4.355, -4.550], [1.423, 4.537, -3.541], [1.755, 4.028, -1.161], [2.280, -0.586, -1.259], [1.238, -1.483, -1.582], [0.138, -0.742, -2.069], [0.507, 0.622, -2.068], [1.831, 0.720, -1.549], [3.235, -0.849, -0.832], [1.267, -2.551, -1.445], [-0.814, -1.144, -2.372], [-0.100, 1.438, -2.419], [2.389, 1.630, -1.406], [-1.616, 0.429, 2.490], [-2.201, 0.395, 1.274], [-3.544, 0.566, 1.220], [-1.560, 0.226, 0.226], [-2.153, 0.409, 3.338], [-0.634, 0.201, 2.522], [-4.086, 0.835, 2.020], [-3.962, 0.626, 0.309]], "lowdin_charge": [0.585, -0.031, 0.054, -0.301, 0.099, -0.195, -0.188, -0.040, -0.070, -0.071, -0.061, -0.053, -0.151, 0.039, -0.021, 0.039, -0.141, 0.031, -0.304, 0.092, -0.195, -0.034, 0.052, -0.200, -0.038, -0.069, -0.072, -0.061, -0.050, 0.134, 0.123, 0.143, 0.106, 0.109, 0.109, 0.111, 0.119, 0.131, 0.117, 0.131, 0.140, 0.134, 0.127, 0.111, 0.109, 0.109, 0.112, 0.121, -0.125, -0.125, -0.122, -0.132, -0.141, 0.122, 0.101, 0.113, 0.098, 0.110, 0.202, -0.632, 0.192, -0.039, 0.117, 0.090, 0.111, 0.118]}



[3]
{"formula": "C29H28F40O7S", "method": "ωB97M-V with the def2-TZVPD basis set", "homo_ev": -10.47, "total_energy_ev": -164392.63008, "homo_lumo_gap_ev": 10.85, "elements": ["F", "C", "F", "C", "F", "F", "C", "O", "C", "F", "F", "C", "F", "F", "H", "H", "H", "H", "F", "C", "F", "C", "F", "F", "C", "O", "C", "F", "F", "C", "F", "F", "H", "H", "H", "H", "F", "C", "F", "C", "F", "F", "C", "O", "C", "F", "F", "C", "F", "F", "H", "H", "H", "H", "F", "C", "F", "C", "F", "F", "C", "O", "C", "F", "F", "C", "F", "F", "H", "H", "H", "H", "F", "C", "F", "C", "F", "F", "C", "O", "C", "F", "F", "C", "F", "F", "H", "H", "H", "H", "O", "S", "O", "C", "C", "C", "C", "H", "H", "H", "H", "H", "H", "H", "H"], "coordinates": [[-6.277, 3.494, -4.906], [-5.952, 3.192, -3.620], [-7.057, 2.828, -2.955], [-4.858, 2.073, -3.592], [-5.155, 1.096, -4.510], [-4.835, 1.522, -2.374], [-3.413, 2.471, -3.971], [-3.076, 3.669, -3.273], [-1.768, 3.707, -2.774], [-1.691, 2.704, -1.853], [-0.810, 3.430, -3.659], [-1.634, 5.052, -2.142], [-0.577, 5.116, -1.321], [-1.628, 6.067, -3.031], [-5.583, 4.104, -3.141], [-3.234, 2.521, -5.047], [-2.735, 1.654, -3.711], [-2.558, 5.123, -1.557], [3.945, -0.363, -0.417], [3.702, -1.679, -0.414], [4.842, -2.315, -0.788], [3.038, -2.206, 0.872], [3.665, -1.798, 2.036], [3.205, -3.549, 0.927], [1.544, -1.924, 1.027], [1.206, -0.574, 1.246], [0.552, 0.078, 0.198], [1.396, 0.189, -0.824], [-0.507, -0.628, -0.310], [0.109, 1.446, 0.704], [-1.038, 1.392, 1.398], [1.052, 1.920, 1.571], [2.936, -2.018, -1.132], [1.306, -2.459, 1.950], [0.993, -2.542, 0.311], [0.065, 2.224, -0.061], [1.380, 2.654, 5.939], [2.613, 2.182, 5.661], [2.482, 0.880, 5.254], [3.451, 3.003, 4.724], [4.728, 2.579, 4.580], [3.593, 4.202, 5.383], [2.863, 3.148, 3.341], [3.643, 4.003, 2.532], [4.173, 3.604, 1.312], [5.474, 3.861, 1.288], [4.057, 2.243, 1.191], [3.476, 4.246, 0.140], [3.845, 3.879, -1.103], [2.145, 4.020, 0.333], [3.140, 2.065, 6.611], [1.867, 3.585, 3.295], [2.802, 2.107, 3.019], [3.647, 5.327, 0.137], [-3.543, -3.218, -3.281], [-3.283, -2.181, -4.119], [-3.458, -1.024, -3.453], [-1.850, -2.244, -4.719], [-1.989, -1.390, -5.768], [-1.614, -3.454, -5.297], [-0.711, -1.739, -3.800], [0.210, -0.941, -4.566], [1.516, -1.366, -4.536], [2.221, -0.376, -5.133], [1.963, -1.430, -3.274], [1.884, -2.692, -5.222], [3.228, -2.845, -5.228], [1.267, -3.793, -4.687], [-4.005, -2.173, -4.937], [-0.279, -2.511, -3.160], [-1.104, -1.127, -2.987], [1.535, -2.822, -6.256], [-3.127, -0.812, 2.870], [-2.446, -0.357, 3.914], [-1.123, -0.248, 3.575], [-3.066, 0.942, 4.519], [-4.135, 0.643, 5.304], [-3.377, 1.697, 3.448], [-1.983, 1.701, 5.330], [-2.351, 3.029, 5.667], [-2.932, 3.185, 6.906], [-4.238, 2.821, 6.879], [-2.441, 2.493, 7.969], [-2.866, 4.691, 7.176], [-3.644, 5.029, 8.213], [-1.599, 5.140, 7.329], [-2.434, -1.072, 4.743], [-1.064, 1.649, 4.752], [-1.789, 1.044, 6.182], [-3.251, 5.124, 6.249], [-0.141, -7.720, -0.125], [0.725, -6.703, -0.690], [0.458, -5.310, -0.288], [2.472, -7.072, -0.454], [3.074, -6.673, -1.770], [2.134, -7.031, -3.000], [0.722, -6.569, -2.578], [2.549, -8.146, -0.270], [2.864, -6.589, 0.438], [3.330, -5.613, -1.755], [4.007, -7.195, -1.988], [2.193, -8.105, -3.152], [2.502, -6.414, -3.815], [-0.030, -7.300, -2.869], [0.466, -5.536, -2.781]], "lowdin_charge": [0.087, -0.291, 0.106, -0.421, 0.090, 0.138, -0.047, 0.016, -0.533, 0.128, 0.180, -0.315, 0.118, 0.121, 0.165, 0.151, 0.132, 0.178, 0.120, -0.316, 0.090, -0.416, 0.095, 0.107, -0.068, 0.051, -0.501, 0.160, 0.131, -0.258, 0.113, 0.067, 0.151, 0.155, 0.142, 0.159, 0.105, -0.298, 0.074, -0.439, 0.140, 0.104, -0.072, 0.055, -0.525, 0.179, 0.123, -0.278, 0.111, 0.082, 0.174, 0.152, 0.134, 0.176, 0.093, -0.292, 0.086, -0.403, 0.103, 0.113, -0.033, 0.058, -0.544, 0.155, 0.145, -0.257, 0.104, 0.061, 0.173, 0.144, 0.131, 0.181, 0.129, -0.311, 0.062, -0.429, 0.121, 0.125, -0.052, 0.061, -0.527, 0.139, 0.141, -0.309, 0.116, 0.104, 0.169, 0.131, 0.151, 0.172, -0.329, 0.711, -0.374, -0.235, -0.229, -0.179, -0.179, 0.106, 0.108, 0.111, 0.113, 0.112, 0.103, 0.093, 0.076]}